(a)
The following is a quantum chemistry calculation of a single C4H8O molecule, from the Open Molecules 2025 dataset.

```
13
Properties=species:S:1:pos:R:3
O -1.143 2.166 -1.549
C 0.852 -1.424 0.599
C -0.835 0.426 0.085
C -0.742 1.829 -0.462
C 0.392 -0.375 -0.405
H 0.059 -2.148 0.813
H -0.847 0.469 1.181
H -1.766 -0.041 -0.249
H 1.137 -0.948 1.545
H -0.200 2.548 0.195
H 0.146 -0.840 -1.366
H 1.721 -1.972 0.222
H 1.224 0.311 -0.610
```

## Properties
SMILES: CCCC=O
Total charge: 0
Highest occupied orbital energy, hartree: -0.35961
E_LUMO, eV: 1.07
HOMO-LUMO gap, eV: 10.9

(b)
The following is a quantum chemistry calculation of a single C4H8O molecule, from the Open Molecules 2025 dataset.

```
13
Properties=species:S:1:pos:R:3
O -1.371 -1.327 -1.090
C 0.766 1.805 -0.081
C 0.566 -0.675 0.198
C 0.770 0.658 0.910
C -0.966 -0.850 -0.063
H 1.671 0.670 1.507
H 1.107 -0.785 -0.781
H 0.761 -1.544 0.828
H -0.177 1.673 -0.731
H -0.077 0.783 1.602
H 1.733 1.861 -0.733
H -1.620 -0.441 0.778
H 0.750 2.783 0.468
```

## Properties
SMILES: CCCC=O
Total charge: 0
Highest occupied orbital energy, hartree: -0.35770
E_LUMO, eV: 1.09
HOMO-LUMO gap, eV: 10.8

Here is how they stack up, most stable first: (a), (b).

(a)
The following is a quantum chemistry calculation of a 3-piece molecular cluster, C4H8O overall, from the Open Molecules 2025 dataset.

```
13
Properties=species:S:1:pos:R:3
O -0.027 -1.040 1.852
C -0.314 -1.638 0.844
C -0.339 1.152 -0.825
C 1.072 0.670 -0.726
C -0.144 -0.065 -1.216
H 0.462 -2.132 0.231
H 1.498 0.433 0.258
H -0.983 2.011 -0.749
H -0.499 0.830 1.733
H 1.793 1.057 -1.449
H -1.358 -1.760 0.499
H -0.615 1.405 1.274
H -0.547 -0.925 -1.726
```

## Properties
SMILES: C1=CC1.[H][H].C=O
Total charge: 0
Highest occupied orbital energy, hartree: -0.35393
E_LUMO, eV: 0.68
HOMO-LUMO gap, eV: 10.3

(b)
The following is a quantum chemistry calculation of C4H8O as an isolated structure, from the Open Molecules 2025 dataset.

```
13
Properties=species:S:1:pos:R:3
O 0.790 -1.601 -0.078
C -0.428 -1.168 0.521
C 1.335 -0.273 0.000
C -0.782 1.105 -0.675
C -0.030 0.317 0.388
H -0.001 0.872 1.330
H 1.795 0.043 -0.948
H -0.291 2.063 -0.880
H -0.835 0.539 -1.611
H -1.811 1.329 -0.365
H -0.518 -1.514 1.561
H -1.304 -1.501 -0.052
H 2.080 -0.212 0.807
```

## Properties
Total charge: 0
Highest occupied orbital energy, hartree: -0.35263
E_LUMO, eV: 1.13
HOMO-LUMO gap, eV: 10.7

Here is how they stack up, most stable first: (b), (a).

(a)
The following is a quantum chemistry calculation of a 2-piece molecular cluster, C14H16O2 overall, from the Open Molecules 2025 dataset.

```
32
Properties=species:S:1:pos:R:3
O 2.995 -0.845 -3.083
O -2.997 -0.321 -2.935
C 2.051 0.793 -1.629
C -1.426 -0.120 0.343
C 3.295 -1.088 -0.749
C -2.631 0.096 2.508
C 3.135 -0.602 0.523
C 2.366 1.076 2.192
C -2.638 -0.655 -1.658
C -3.633 -0.999 0.526
C 2.833 -0.337 -1.827
C 1.938 1.289 -0.311
C -1.450 -0.195 -1.032
C 2.478 0.624 0.776
C -3.718 -1.064 -0.873
C -2.511 -0.429 1.105
H -2.353 0.274 -3.319
H 3.076 -0.192 -3.771
H -0.503 0.347 0.683
H 3.247 1.629 2.521
H 1.645 1.390 -2.432
H -4.436 -1.152 1.273
H 1.366 2.202 -0.148
H 3.492 -1.205 1.364
H -0.695 0.203 -1.695
H 1.537 1.772 2.355
H 2.347 0.247 2.910
H 3.629 -2.080 -1.001
H -3.084 -0.490 3.312
H -4.570 -1.531 -1.358
H -1.631 0.305 2.893
H -3.155 1.060 2.534
```

## Properties
SMILES: Cc1ccc(O)cc1.Cc1ccc(O)cc1
Total charge: 0
Highest occupied orbital energy, hartree: -0.30061
E_LUMO, eV: 0.60
HOMO-LUMO gap, eV: 8.8

(b)
The following is a quantum chemistry calculation of a 2-piece molecular cluster, C14H16O2 overall, from the Open Molecules 2025 dataset.

```
32
Properties=species:S:1:pos:R:3
O -2.586 2.947 -0.759
O 2.453 2.967 0.683
C 2.645 0.596 0.329
C -3.153 -0.527 -1.239
C 2.419 -0.712 0.748
C -2.315 1.657 -1.197
C 1.336 0.207 2.771
C 1.810 -2.219 2.653
C 1.617 1.495 2.319
C -2.014 -0.869 -1.963
C -1.047 0.048 -2.336
C 1.871 -0.840 2.031
C -1.248 1.424 -2.039
C -3.275 0.747 -0.744
C -1.774 -2.307 -2.322
C 2.231 1.678 1.100
H -3.849 1.193 0.053
H -2.021 -2.578 -3.350
H 1.091 -2.303 3.467
H -2.106 -3.096 -1.651
H 2.771 -2.563 3.054
H 2.524 -1.605 0.168
H 1.598 -2.992 1.905
H -0.725 -2.503 -2.424
H 0.948 -0.009 3.755
H 1.217 2.394 2.776
H -0.085 -0.348 -2.634
H 3.037 2.952 -0.086
H -1.793 3.494 -0.721
H -3.911 -1.298 -1.164
H -0.659 2.202 -2.502
H 2.993 0.766 -0.685
```

## Properties
SMILES: Cc1ccc(O)cc1.Cc1ccc(O)cc1
Total charge: 0
Highest occupied orbital energy, hartree: -0.30585
E_LUMO, eV: 0.63
HOMO-LUMO gap, eV: 8.9

Here is how they stack up, most stable first: (a), (b).

(a)
The following is a quantum chemistry calculation of a 2-piece molecular cluster, C5H10O2 overall, from the Open Molecules 2025 dataset.

```
17
Properties=species:S:1:pos:R:3
O 1.327 -1.367 0.827
O -1.415 0.778 0.002
C -1.079 1.059 -1.370
C 0.194 -0.934 0.785
C 0.415 0.819 -1.109
C -1.015 -1.742 1.177
C -0.046 0.494 0.320
H 2.972 0.358 0.550
H 0.878 -0.014 -1.642
H 0.340 1.170 1.097
H 3.402 0.962 0.466
H -1.561 0.352 -2.057
H -1.358 2.081 -1.650
H -1.659 -1.890 0.304
H -0.696 -2.706 1.579
H 1.053 1.702 -1.193
H -1.615 -1.196 1.912
```

## Properties
SMILES: CC(=O)[C@H]1CCO1.[H][H]
Total charge: 0
Highest occupied orbital energy, hartree: -0.34694
E_LUMO, eV: 0.91
HOMO-LUMO gap, eV: 10.4

(b)
The following is a quantum chemistry calculation of a 2-piece molecular cluster, C5H10O2 overall, from the Open Molecules 2025 dataset.

```
17
Properties=species:S:1:pos:R:3
O -0.557 0.205 2.834
O 2.470 2.462 0.128
C -0.024 0.036 1.767
C -0.200 0.099 -0.866
C -0.739 0.459 0.512
C -1.003 -2.287 -0.903
C -0.580 -1.195 -1.514
H -1.202 -2.374 0.161
H 0.902 0.109 -0.907
H -1.782 0.121 0.418
H -0.425 -1.299 -2.581
H -0.920 1.535 0.561
H -1.265 -3.174 -1.468
H 2.878 1.846 0.778
H 2.017 3.066 0.765
H 0.905 -0.552 1.815
H -0.475 0.941 -1.501
```

## Properties
SMILES: C=CCCC=O.O
Total charge: 0
Highest occupied orbital energy, hartree: -0.35956
E_LUMO, eV: 0.59
HOMO-LUMO gap, eV: 10.4

Here is how they stack up, most stable first: (b), (a).